[1]
A molecular structure, C22H50MgP2Si2 at a distorted geometry, computed with ωB97M-V/def2-TZVPD.

Structure (XYZ):
```
77
Properties=species:S:1:pos:R:3:lowdin_charge:R:1
P 1.383 4.669 -2.432 0.764
P 1.481 1.664 -5.147 0.900
C 2.120 4.197 -4.019 -0.277
C 1.264 3.467 -5.078 -0.297
H 3.093 3.696 -3.881 0.072
H 2.378 5.182 -4.444 0.099
H 0.197 3.735 -5.015 0.076
H 1.594 3.817 -6.071 0.095
C 3.093 1.394 -5.939 -0.181
H 3.368 0.334 -5.859 0.068
H 3.881 2.000 -5.470 0.061
H 3.036 1.672 -6.999 0.053
C 0.221 0.931 -6.177 -0.187
H 0.545 1.003 -7.225 0.053
H -0.731 1.466 -6.056 0.060
H 0.088 -0.127 -5.911 0.062
C 2.597 5.733 -1.595 -0.204
H 2.341 5.899 -0.540 0.057
H 2.593 6.706 -2.105 0.030
H 3.604 5.306 -1.650 0.053
C 0.148 5.932 -2.909 -0.204
H -0.455 5.593 -3.758 0.046
H 0.676 6.849 -3.190 0.034
H -0.529 6.166 -2.078 0.054
Mg -0.905 -0.963 -0.073 0.664
C 1.592 0.870 -3.560 -0.486
C 2.910 1.048 -2.950 -0.274
C 3.274 1.975 -1.904 -0.290
C 2.276 2.289 -0.734 -0.204
C 1.340 3.429 -0.906 -0.334
C 0.152 3.509 -1.766 -0.377
C -0.416 2.323 -2.567 -0.180
C 0.334 0.986 -2.606 -0.170
C -1.408 0.596 1.260 -0.226
H 1.573 -0.201 -3.879 0.100
H 3.692 0.371 -3.320 0.062
H 3.658 2.932 -2.309 0.054
H 4.171 1.513 -1.445 0.106
H 1.769 1.371 -0.417 0.084
H 2.934 2.555 0.111 0.108
H 1.263 4.026 0.012 0.101
H -0.674 4.107 -1.340 0.110
H -0.692 2.667 -3.579 0.079
H -1.387 2.109 -2.083 0.101
H 0.628 0.656 -1.596 0.074
H -0.405 0.240 -2.948 0.098
H -2.215 0.296 1.944 -0.040
H -1.754 1.407 0.598 -0.058
H -0.531 0.938 1.827 -0.032
C -1.928 -2.778 -1.616 -0.185
Si -0.231 -3.533 -1.123 0.347
C -0.513 -5.354 -0.733 -0.192
C 0.915 -3.473 -2.609 -0.180
C 0.491 -2.533 0.254 -0.445
Si 0.094 -2.918 2.014 0.341
C 0.817 -4.556 2.601 -0.185
C 0.785 -1.565 3.117 -0.180
C -1.776 -2.983 2.306 -0.175
H -2.682 -3.536 -1.353 0.045
H -1.916 -2.672 -2.712 0.042
H -2.320 -1.805 -1.216 0.003
H -0.756 -5.871 -1.675 0.029
H 0.391 -5.821 -0.317 0.031
H -1.343 -5.520 -0.032 0.030
H 1.117 -2.440 -2.928 0.015
H 1.876 -3.951 -2.372 0.042
H 0.463 -4.018 -3.451 0.029
H 1.545 -2.252 0.089 0.013
H 1.909 -4.477 2.719 0.034
H 0.388 -4.806 3.583 0.028
H 0.602 -5.386 1.914 0.008
H 0.138 -0.679 3.124 0.007
H 0.871 -1.933 4.151 0.031
H 1.784 -1.263 2.773 0.038
H -2.233 -1.988 2.419 0.015
H -2.320 -3.527 1.521 0.023
H -1.926 -3.527 3.253 0.035
```

ΔE to the lowest compared entry with this formula, charge and spin   129.67 kcal per mole
Total charge   0
HOMO energy   -0.17388 Eh
Lowest unoccupied orbital energy   0.088 eV
Total energy   -2329.80024 a.u.
Gap between HOMO and LUMO   0.1771 Ha

=====

[2]
A single C5H13N3 molecule at a distorted geometry, computed with ωB97M-V/def2-TZVPD.

Structure (XYZ):
```
21
Properties=species:S:1:pos:R:3:lowdin_charge:R:1
C -0.541 1.963 0.481 0.006
C -1.342 1.046 -0.335 -0.299
C -0.721 0.487 -1.593 -0.164
C 0.587 -0.359 -1.377 -0.280
N 0.385 -1.474 -0.588 0.071
C 0.940 -1.383 0.708 -0.542
N 0.219 -2.299 1.610 0.040
N 1.090 -0.072 1.330 0.066
H -1.016 2.336 1.384 0.060
H 0.009 2.752 -0.033 0.065
H 0.718 0.793 0.960 -0.015
H -2.289 1.477 -0.676 0.130
H -1.630 0.211 0.276 0.103
H -1.458 -0.159 -2.056 0.107
H -0.477 1.277 -2.292 0.108
H 1.370 0.280 -0.977 0.110
H 0.863 -0.660 -2.381 0.110
H 1.989 -1.704 0.645 0.152
H -0.405 -2.874 1.045 0.056
H -0.321 -1.719 2.230 0.046
H 2.028 0.079 1.637 0.069
```

ΔE to the lowest compared entry with this formula, charge and spin   144.19 kcal per mole
Total charge   0
HOMO energy   -0.25408 Eh
Lowest unoccupied orbital energy   -2.326 eV
Total energy   -362.35250 a.u.
Gap between HOMO and LUMO   0.1686 Ha

=====

[3]
2 unconnected molecules or ions with the total composition CH6ClNOP at a distorted geometry, computed with ωB97M-V/def2-TZVPD.

Structure (XYZ):
```
11
Properties=species:S:1:pos:R:3:lowdin_charge:R:1
C 0.270 -0.141 -2.089 0.103
N 0.326 0.919 -1.433 0.130
O -0.089 -0.281 0.608 -0.470
P -0.409 -0.466 2.020 0.393
Cl -2.123 0.322 2.696 0.373
H 0.635 -0.155 -3.111 0.127
H 0.293 -0.952 -1.399 0.095
H 0.657 1.863 -1.819 0.194
H 0.663 -0.043 2.735 0.009
H 0.317 0.696 -0.354 0.063
H -0.541 -1.761 2.145 -0.018
```

ΔE to the lowest compared entry with this formula, charge and spin   14.88 kcal per mole
Total charge   +1
HOMO energy   -0.57973 Eh
Lowest unoccupied orbital energy   -4.384 eV
Total energy   -972.97874 a.u.
Gap between HOMO and LUMO   0.4186 Ha

=====

[4]
2 unconnected molecules or ions with the total composition HN5O4 at a distorted geometry, computed with ωB97M-V/def2-TZVPD.

Structure (XYZ):
```
10
Properties=species:S:1:pos:R:3:lowdin_charge:R:1
N -1.930 -1.225 0.518 -0.335
N -0.145 1.819 0.590 -0.071
N -2.596 -0.639 -0.147 0.240
N 0.728 1.277 -0.257 0.101
N 1.054 0.119 -0.631 -0.332
O 0.719 -0.336 -1.748 0.039
O -1.361 -1.877 1.273 0.100
O -0.201 3.027 0.762 -0.009
O 1.858 -0.693 0.110 0.130
H 1.873 -1.473 -0.470 0.137
```

ΔE to the lowest compared entry with this formula, charge and spin   3.19 kcal per mole
Total charge   0
HOMO energy   -0.36260 Eh
Lowest unoccupied orbital energy   -1.459 eV
Total energy   -575.01808 a.u.
Gap between HOMO and LUMO   0.3090 Ha

=====

[5]
A molecular structure, C31H27BGeN8Ni, computed with ωB97M-V/def2-TZVPD.

Structure (XYZ):
```
69
Properties=species:S:1:pos:R:3:lowdin_charge:R:1
Ni -0.096 -0.686 -0.349 0.222
C 3.348 -0.554 -2.816 -0.066
C 2.704 -0.798 -1.594 -0.129
N 1.482 -0.290 -1.601 0.005
N 1.314 0.307 -2.801 0.023
C 2.420 0.139 -3.555 -0.093
B -0.118 0.759 -3.235 -0.660
N -0.938 -0.518 -3.470 0.011
C -1.165 -1.244 -4.584 -0.093
C -1.618 -2.483 -4.194 -0.078
C -1.620 -2.426 -2.788 -0.150
N -1.199 -1.249 -2.362 0.042
N -0.763 1.599 -2.117 0.026
C -1.382 2.792 -2.238 -0.073
C -1.886 3.140 -1.005 -0.068
C -1.527 2.073 -0.170 -0.135
N -0.861 1.156 -0.850 -0.006
N 0.009 1.643 -4.477 -0.025
C 0.882 2.666 -4.630 -0.115
C 0.537 3.356 -5.768 -0.079
C -0.601 2.675 -6.240 -0.175
N -0.911 1.649 -5.467 0.075
H 4.341 -0.841 -3.115 0.084
H 3.052 -1.316 -0.715 0.101
H 2.468 0.523 -4.560 0.113
H -1.023 -0.814 -5.560 0.097
H -1.919 -3.298 -4.830 0.078
H -1.901 -3.176 -2.066 0.099
H -1.425 3.299 -3.188 0.114
H -2.434 4.030 -0.749 0.082
H -1.717 1.919 0.879 0.105
H 1.668 2.833 -3.912 0.124
H 1.025 4.218 -6.187 0.082
H -1.198 2.882 -7.115 0.091
C -0.048 -1.721 0.968 -0.321
Ge 0.353 -2.596 2.615 0.816
C -0.129 -4.510 2.760 -0.283
C -0.400 -5.125 3.982 -0.121
C -0.707 -6.478 4.054 -0.109
C -0.752 -7.241 2.895 -0.117
C -0.494 -6.643 1.668 -0.104
C -0.189 -5.290 1.606 -0.112
C -0.574 -1.742 4.127 -0.279
C -1.945 -1.492 4.045 -0.108
C -2.628 -0.893 5.094 -0.104
C -1.948 -0.530 6.250 -0.116
C -0.585 -0.767 6.347 -0.107
C 0.093 -1.366 5.291 -0.111
C 2.287 -2.526 3.003 -0.279
C 2.971 -3.544 3.666 -0.109
C 4.334 -3.445 3.920 -0.107
C 5.037 -2.322 3.507 -0.116
C 4.372 -1.302 2.838 -0.103
C 3.010 -1.406 2.589 -0.118
H -0.382 -4.535 4.894 0.096
H -0.918 -6.937 5.014 0.092
H -0.993 -8.296 2.947 0.090
H -0.537 -7.232 0.759 0.093
H -0.008 -4.819 0.644 0.090
H -2.483 -1.759 3.142 0.100
H -3.691 -0.704 5.008 0.094
H -2.479 -0.061 7.070 0.090
H -0.047 -0.482 7.244 0.092
H 1.161 -1.539 5.375 0.092
H 2.435 -4.433 3.980 0.090
H 4.848 -4.247 4.436 0.092
H 6.100 -2.243 3.701 0.090
H 4.917 -0.426 2.507 0.094
H 2.489 -0.616 2.056 0.085
```

2S+1   2
<S²>   0.775
Total charge   -1
HOMO energy (alpha / beta)   -0.10943 / -0.14722 Eh
Lowest unoccupied orbital energy (alpha / beta)   2.834 / 2.834 eV
Total energy   -5245.67663 a.u.
Gap between HOMO and LUMO (alpha / beta)   0.2136 / 0.2514 Ha

=====

[6]
A molecular structure, C20H26N7O2PdS, computed with ωB97M-V/def2-TZVPD.

Structure (XYZ):
```
57
Properties=species:S:1:pos:R:3:lowdin_charge:R:1
Pd -0.083 -0.524 0.437 1.054
O -2.266 2.418 2.175 0.191
C -1.857 1.404 1.695 -0.442
N -0.594 1.232 1.144 -0.024
C 0.342 2.260 1.073 -0.427
O 0.213 3.357 1.525 0.194
C 1.577 1.802 0.343 -0.179
C 2.617 2.675 0.087 0.061
C 3.738 2.204 -0.580 0.033
C 3.789 0.864 -0.946 0.013
C 2.716 0.041 -0.656 -0.087
N 1.619 0.514 -0.040 -0.035
C -2.614 0.108 1.675 -0.179
C -3.889 0.050 2.200 0.062
C -4.521 -1.181 2.298 0.038
C -3.820 -2.313 1.913 0.020
C -2.544 -2.181 1.393 -0.088
N -1.964 -0.984 1.221 -0.024
H 2.515 3.705 0.407 0.151
H 4.564 2.866 -0.805 0.145
H 4.650 0.451 -1.453 0.140
H 2.749 -1.004 -0.910 0.114
H -4.348 0.972 2.533 0.150
H -5.523 -1.258 2.701 0.144
H -4.242 -3.303 2.020 0.140
H -1.978 -3.064 1.153 0.115
N 0.578 -2.329 -0.455 -0.039
C -0.421 -3.256 -1.081 -0.199
C -0.406 -3.154 -2.596 -0.160
C -0.576 -1.725 -3.136 -0.162
C -1.614 -0.851 -2.419 -0.169
N -0.952 0.091 -1.450 -0.012
H 1.207 -2.058 -1.206 0.070
H 1.157 -2.833 0.214 0.092
H -1.405 -2.977 -0.733 0.067
H -0.214 -4.272 -0.748 0.143
H -1.227 -3.777 -2.955 0.139
H 0.503 -3.596 -3.011 0.133
H -0.852 -1.808 -4.187 0.134
H 0.379 -1.183 -3.156 0.111
H -2.369 -1.431 -1.888 0.120
H -2.142 -0.231 -3.143 0.138
H -1.612 0.825 -1.194 0.113
H -0.220 0.575 -1.969 0.109
C 3.608 0.448 3.058 0.039
N 2.310 0.829 3.628 -0.079
C 2.121 1.850 4.517 0.036
C 0.801 1.851 4.865 0.031
N 0.229 0.825 4.181 0.120
C 1.140 0.199 3.410 -0.672
S 0.859 -1.222 2.471 0.824
H 4.353 1.151 3.416 0.117
H 3.557 0.488 1.973 0.070
H 3.871 -0.555 3.383 0.115
H 2.926 2.484 4.849 0.157
H 0.253 2.490 5.536 0.158
H -0.727 0.512 4.286 0.177
```

ΔE to the lowest compared entry with this formula, charge and spin   1.70 kcal per mole
Total charge   +3
HOMO energy   -0.67602 Eh
Lowest unoccupied orbital energy   -11.391 eV
Total energy   -1836.65307 a.u.
Gap between HOMO and LUMO   0.2574 Ha